C32H35F6NO9S | the ωB97M-V functional and the def2-TZVPD basis

```
84
Properties=species:S:1:pos:R:3:mulliken_charge:R:1
C 3.1896 1.6383 -3.2600 0.07
F -7.7900 -2.4361 2.7818 -0.32
H 0.0603 1.8599 -5.8681 0.18
H -6.9499 -2.9179 5.8445 0.35
C -3.3984 0.1093 3.0357 -0.48
O 2.3234 2.8732 3.2244 -0.19
O -6.2138 -3.4669 5.5027 -0.46
F -6.5644 -4.2031 1.2494 -0.28
O -1.0350 2.3789 4.8764 -0.43
H 2.8605 -1.0246 2.3909 0.35
C -3.0239 1.5678 3.5225 -0.98
C 2.2148 -1.7190 -0.3994 0.31
O 1.0023 0.3557 -6.9164 -0.39
F -3.7283 -3.5656 0.6011 -0.29
F -5.8865 -2.1677 0.7922 -0.29
C 2.3109 0.7792 -0.9680 -0.57
C -2.1462 -2.1482 2.4116 0.43
H -2.5877 2.1772 2.6864 0.42
C -6.4566 -2.7266 3.0979 0.85
C 2.6831 -1.1078 -5.1531 -0.52
C -6.5325 -3.8691 4.1975 0.26
C -5.7798 -3.1642 1.7418 0.40
O -6.8613 -4.9871 3.9888 -0.41
C 3.7751 -1.3144 -3.9847 -1.11
H -3.7610 -0.4358 3.9490 0.28
H -1.0253 -4.0363 1.8573 0.43
H 3.2451 1.3164 -4.3323 -0.28
C -0.9591 0.0118 2.0694 -0.40
C 2.3014 0.1266 -7.4710 -0.65
H 3.9622 -1.2259 -6.9674 0.43
H 2.9881 -3.1284 -1.9642 0.31
H 4.2164 2.0208 -2.9879 0.32
O 2.8992 4.1595 -4.9377 -0.50
H 1.0382 3.8470 4.6287 0.25
H 4.6656 -0.6848 -4.2336 0.43
C 0.2402 -0.6865 1.5917 -0.97
H -4.1851 0.2010 2.2462 0.38
O 0.6658 4.0790 -4.7017 -0.46
C -2.0503 1.4288 4.7473 0.61
C 0.6964 1.7493 -6.7868 -0.57
C -2.1714 -0.6922 2.4973 0.80
H 2.1691 -0.5929 -8.3249 0.38
H 3.3620 0.6284 1.9181 0.55
C -4.3135 -3.7483 1.8598 1.06
H 0.1067 2.1308 -7.6625 0.29
H 2.7347 1.0642 -7.9153 0.33
H 2.7428 4.4719 4.4932 0.32
H -0.8925 1.1247 2.0954 0.21
H 1.8911 -0.4530 -4.7136 0.34
C 2.8068 -2.0687 -1.6836 -1.02
N 1.3932 0.1197 1.2389 0.58
H -1.2047 3.0940 4.2308 0.35
C 2.0279 0.5074 3.7077 0.31
C -3.3712 -3.0149 2.8875 -0.54
C -0.9935 -2.9209 1.9135 -0.48
H 0.5026 5.0103 -4.4606 0.33
C 3.1314 -0.9668 -2.5981 0.66
C 2.4727 0.0318 2.2722 -0.55
O -3.5153 -3.1095 4.0802 -0.51
H 4.0762 -2.3988 -4.0378 0.44
C 2.7199 1.8566 4.1634 -0.86
C 1.9799 -0.3124 -0.0396 -0.74
H 2.0984 1.8282 -0.6630 0.26
H 2.2351 -2.0923 -5.4488 0.49
F -4.3234 -5.1178 2.0424 -0.29
H 1.5199 4.8122 3.1720 0.21
C 3.3487 -0.4507 -6.4240 -0.70
H 1.6090 2.3984 -6.6791 0.23
C 1.8796 4.0474 3.9036 -0.72
H -3.9694 2.0739 3.8522 0.41
H 3.8316 1.6975 4.1942 0.29
H 2.2774 2.1290 5.1593 0.46
O -2.1107 0.5604 5.5657 -0.53
F -5.9509 -1.5393 3.5984 -0.20
C 0.1856 -2.1595 1.5044 0.27
C 2.8831 0.4454 -2.2862 0.74
H 2.3216 -0.2640 4.4792 0.32
H 2.2560 3.3687 -2.1432 0.36
H 4.0481 0.3917 -6.1654 0.30
H 0.9259 0.6563 3.8295 -0.40
C 1.9783 3.7249 -4.3045 0.26
H 1.0985 2.2540 -2.9842 0.38
S 1.7006 -2.9554 0.8527 -0.34
C 2.0985 2.7659 -3.0805 -0.55
```

## Properties
Kohn-Sham gap	0.288	hartree
E_HOMO	-8.19	eV
total energy	-80804.6622	eV
spin multiplicity	1